1.
# H16O8

A 8-piece molecular cluster, H16O8 overall at a distorted geometry (the ωB97M-V functional and the def2-TZVPD basis, OMol25).

Results
LUMO in eV: 0.10
HOMO energy in eV: -9.71
Relative energy (zero: lowest compared OMol25 entry of this formula, charge and spin) in eV: 4.204
Structure (SMILES): O.O.O.O.O.O.O.O
M in g/mol: 144.1
Max |F| in eV/A: 3.2
DFT total energy in a.u.: -611.42812

The geometry in ORCA input format:
```
! RIJCOSX wB97M-V def2-TZVPD def2/J DEFGRID3
* xyz 0 1
O 0.098 -0.388 -0.529
H -0.129 -0.911 0.249
H -0.051 0.523 -0.251
O -2.608 2.653 -2.460
H -1.790 2.257 -2.780
H -2.573 3.560 -2.787
O -0.323 -2.070 2.784
H -0.609 -2.972 2.598
H -0.437 -1.979 3.736
O 2.119 -0.684 -2.730
H 1.467 -0.899 -2.053
H 1.595 -0.560 -3.529
O -1.884 -0.973 -1.875
H -1.489 -0.379 -2.522
H -1.467 -0.724 -1.042
O 2.135 -1.141 -0.438
H 2.527 -1.442 0.389
H 1.640 -1.905 -0.755
O -0.426 2.213 2.133
H -1.135 1.574 2.263
H -0.874 3.066 2.143
O 1.485 0.044 2.318
H 1.114 0.830 1.902
H 1.618 0.305 3.236
*
```

***

2.
# H16O8

A 8-piece molecular cluster, H16O8 overall at a distorted geometry (the ωB97M-V functional and the def2-TZVPD basis, OMol25).

Results
LUMO in eV: -0.18
HOMO energy in eV: -10.74
Relative energy (zero: lowest compared OMol25 entry of this formula, charge and spin) in eV: 3.082
Structure (SMILES): O.O.O.O.O.O.O.O
M in g/mol: 144.1
Max |F| in eV/A: 1.2
DFT total energy in a.u.: -611.46936

The geometry in ORCA input format:
```
! RIJCOSX wB97M-V def2-TZVPD def2/J DEFGRID3
* xyz 0 1
O 0.260 -0.170 0.025
H 0.262 -1.120 -0.137
H 0.172 0.218 -0.853
O -1.516 -3.502 -0.835
H -1.138 -3.265 0.019
H -2.438 -3.699 -0.637
O -2.041 3.746 2.393
H -1.719 3.570 1.502
H -1.475 3.208 2.958
O -3.428 2.569 0.793
H -3.505 1.703 0.377
H -3.689 2.414 1.708
O 0.268 1.772 -4.251
H 0.094 1.787 -3.303
H 0.990 2.400 -4.367
O 1.948 -4.261 -0.647
H 2.615 -4.957 -0.671
H 2.266 -3.655 0.032
O 1.986 1.263 1.382
H 2.602 2.004 1.398
H 1.899 1.051 0.445
O 2.337 -1.411 1.107
H 2.903 -0.948 0.479
H 1.649 -0.770 1.319
*
```

***

3.
# H16O8

A 8-piece molecular cluster, H16O8 overall at a distorted geometry (the ωB97M-V functional and the def2-TZVPD basis, OMol25).

Results
LUMO in eV: 0.43
HOMO energy in eV: -10.66
Relative energy (zero: lowest compared OMol25 entry of this formula, charge and spin) in eV: 1.808
Structure (SMILES): O.O.O.O.O.O.O.O
M in g/mol: 144.1
Max |F| in eV/A: 2.5
DFT total energy in a.u.: -611.51618

The geometry in ORCA input format:
```
! RIJCOSX wB97M-V def2-TZVPD def2/J DEFGRID3
* xyz 0 1
O -2.523 -0.100 2.478
H -3.294 0.322 2.760
H -2.263 0.330 1.654
O 2.221 0.981 -2.277
H 1.899 0.695 -1.387
H 1.428 0.914 -2.876
O -1.620 1.942 -0.030
H -0.737 2.268 -0.101
H -2.239 2.510 -0.471
O 2.154 -2.558 -0.554
H 1.505 -3.189 -0.228
H 2.370 -3.001 -1.406
O 0.809 3.197 0.297
H 1.122 2.382 0.660
H 1.404 3.336 -0.468
O 1.702 -0.053 0.300
H 2.484 -0.488 0.549
H 1.311 -0.775 -0.204
O -1.298 -2.757 0.932
H -2.225 -2.872 0.996
H -1.128 -2.178 1.660
O -0.726 -0.349 -1.028
H -1.301 0.469 -0.877
H -1.055 -1.027 -0.380
*
```

***

4.
# H16O8

A 8-piece molecular cluster, H16O8 overall at a distorted geometry (the ωB97M-V functional and the def2-TZVPD basis, OMol25).

Results
LUMO in eV: 0.24
HOMO energy in eV: -10.70
Relative energy (zero: lowest compared OMol25 entry of this formula, charge and spin) in eV: 1.201
Structure (SMILES): O.O.O.O.O.O.O.O
M in g/mol: 144.1
Max |F| in eV/A: 1.2
DFT total energy in a.u.: -611.53849

The geometry in ORCA input format:
```
! RIJCOSX wB97M-V def2-TZVPD def2/J DEFGRID3
* xyz 0 1
O -0.647 0.724 -2.939
H -0.802 1.650 -3.240
H -1.433 0.456 -2.412
O 2.053 -1.753 -0.686
H 1.512 -1.666 0.105
H 1.624 -2.387 -1.234
O -2.363 -0.496 1.593
H -2.516 0.445 1.393
H -1.716 -0.514 2.314
O 1.755 1.257 2.306
H 1.359 1.229 1.414
H 2.618 0.867 2.176
O -0.366 -0.037 3.499
H 0.427 0.387 3.080
H -0.675 0.559 4.188
O -2.417 -0.665 -1.137
H -2.422 -0.725 -0.168
H -2.446 -1.553 -1.448
O 2.293 0.561 -2.957
H 2.640 0.128 -2.158
H 1.403 0.247 -3.080
O 0.329 0.574 0.009
H -0.398 0.051 0.334
H 0.188 0.664 -0.952
*
```

***

> max |F| of number 2 (H16O8)?

1.2 eV/A